The following is a DFT calculation (ωB97M-V/def2-TZVPD) of a cluster of 2 separate species, C4H13N in total.

Bonds (Å) are listed after each position.
Cartesian coordinates (Å):
1 C -1.285 -2.011 -0.999  N2 1.434, H4 1.138, H5 1.116, H6 1.076
2 N -1.669 -1.561 0.307  C1 1.434, C3 1.470, H7 1.099
3 C -3.123 -1.391 0.433  N2 1.470, H8 1.065, H9 1.090, H10 1.114
4 H -0.747 -3.007 -1.109  C1 1.138
5 H -0.668 -1.174 -1.404  C1 1.116
6 H -2.229 -1.915 -1.505  C1 1.076
7 H -1.142 -2.023 1.155  N2 1.099
8 H -3.410 -1.218 1.444  C3 1.065
9 H -3.405 -0.670 -0.334  C3 1.090
10 H -3.688 -2.247 0.001  C3 1.114
11 C 2.927 2.065 0.953  C12 1.531, H13 1.039, H14 1.095, H15 1.035
12 C 2.351 2.265 -0.453  C11 1.531, H16 1.151, H17 1.062, H18 1.028
13 H 2.620 1.136 1.302  C11 1.039
14 H 4.006 2.062 0.771  C11 1.095
15 H 2.728 2.701 1.745  C11 1.035
16 H 2.883 1.536 -1.167  C12 1.151
17 H 2.522 3.290 -0.670  C12 1.062
18 H 1.329 2.160 -0.471  C12 1.028

Values from the calculation:
- Frontier orbital gap: 9.279 eV
- Lowest unoccupied orbital energy: 1.052 eV
- DFT total energy: -214.8768 a.u.